Record 1
{
  "formula": "C19H21BCaN2O2",
  "method": "ωB97M-V/def2-TZVPD",
  "e_lumo_ha": -0.0172,
  "max_force_ev_per_a": 1.72,
  "e_homo_ev": -6.313,
  "e_above_lowest_kcal_mol": 0.0,
  "e_tot_ev": -46234.462,
  "elements": ["H", "C", "C", "H", "C", "H", "H", "H", "O", "N", "H", "C", "H", "C", "H", "C", "H", "H", "C", "C", "B", "C", "C", "C", "C", "H", "O", "H", "C", "N", "C", "C", "H", "H", "C", "H", "H", "H", "C", "H", "C", "Ca", "H", "H", "H", "C"],
  "coordinates": [[0.554, -2.877, 5.010], [0.138, -1.961, 4.589], [1.451, 2.949, -3.141], [1.429, 3.992, -3.463], [2.582, 2.137, -3.284], [3.109, -1.700, -2.679], [-2.108, 0.536, 5.341], [0.162, 2.398, -0.121], [-1.424, 1.362, 2.790], [0.204, 1.103, -2.178], [-1.969, 2.142, -4.053], [1.301, 0.305, -2.311], [1.349, -2.051, 2.754], [0.324, 2.402, -2.536], [-2.430, 3.271, -2.702], [1.220, -1.084, -1.796], [1.256, -4.396, 0.150], [-1.121, -1.574, 6.304], [-2.515, -1.406, 0.294], [2.509, 0.824, -2.828], [-0.615, 1.376, 1.646], [2.312, -1.971, -1.990], [-0.800, -1.227, 5.314], [0.080, -0.330, 2.861], [1.285, -3.492, -0.454], [-3.620, 2.060, -3.257], [0.241, 0.255, 1.624], [-3.534, -1.201, 0.720], [2.353, -3.179, -1.300], [0.125, -1.458, -1.084], [-0.911, 0.368, 3.576], [0.613, -1.507, 3.343], [-1.521, 2.882, 0.311], [-2.608, -2.278, -0.384], [-0.534, 2.585, 0.698], [-1.851, -1.630, 1.127], [-0.543, 3.033, -2.344], [3.383, 0.176, -2.850], [-1.362, -0.054, 4.808], [3.212, -3.839, -1.410], [-2.538, 2.255, -3.120], [-2.105, 0.313, -1.349], [3.508, 2.513, -3.710], [-0.140, 3.449, 1.258], [-0.653, -2.866, 0.221], [0.202, -2.607, -0.396]]
}

Record 2
{
  "formula": "C19H21Br2O",
  "method": "ωB97M-V/def2-TZVPD",
  "e_lumo_ha": -0.2114,
  "charge": 1,
  "max_force_ev_per_a": 0.92,
  "e_homo_ev": -11.889,
  "e_tot_ev": -162169.127,
  "elements": ["H", "H", "C", "C", "H", "C", "C", "O", "H", "C", "H", "H", "H", "C", "H", "C", "H", "C", "H", "H", "C", "H", "C", "C", "H", "Br", "H", "C", "H", "C", "C", "Br", "H", "H", "C", "H", "C", "H", "C", "H", "C", "H", "C"],
  "coordinates": [[1.854, 2.247, 1.718], [2.124, 2.502, 3.443], [-0.714, 0.070, -1.384], [1.133, 0.625, 2.964], [-0.580, -0.748, -2.064], [-2.981, -1.665, -2.045], [3.217, -0.951, -2.779], [1.148, -0.341, 1.893], [4.912, 1.645, -1.485], [4.278, -0.122, -2.472], [-2.154, 1.165, -0.292], [2.055, -0.705, 1.796], [3.388, -1.830, -3.378], [0.407, 0.802, -1.054], [-2.014, -1.963, -2.403], [2.123, 1.754, 2.650], [2.529, -0.478, 4.218], [1.956, -0.654, -2.319], [-4.552, 0.725, -0.240], [-3.946, -3.351, -2.930], [-5.491, -0.963, -1.135], [-0.582, 1.675, 2.153], [-0.285, 1.197, 3.084], [-4.409, -0.165, -0.827], [0.295, 1.646, -0.397], [-6.800, -3.213, -2.298], [-0.997, 0.400, 3.291], [-5.324, -2.108, -1.889], [3.135, 1.367, 2.546], [4.071, 1.009, -1.707], [1.714, 0.487, -1.534], [6.006, -0.560, -3.102], [2.659, 2.202, -0.651], [0.838, -0.872, 4.506], [1.526, -0.060, 4.280], [1.152, -1.322, -2.565], [-3.118, -0.497, -1.273], [1.503, 0.649, 5.107], [-4.069, -2.454, -2.344], [-6.480, -0.710, -0.792], [-1.993, 0.318, -0.935], [-0.344, 1.932, 3.885], [2.812, 1.315, -1.238]]
}

Record 3
{
  "formula": "C19H21BrN2O3",
  "method": "ωB97M-V/def2-TZVPD",
  "e_lumo_ha": 0.0181,
  "max_force_ev_per_a": 0.61,
  "smiles": "COc1ccc(C(=O)Nc2ccc(CN3CCOCC3)cc2)cc1Br",
  "e_homo_ev": -8.403,
  "e_above_lowest_kcal_mol": 51.6,
  "e_tot_ev": -99208.652,
  "elements": ["C", "C", "H", "H", "C", "C", "N", "C", "C", "H", "C", "H", "C", "Br", "C", "H", "C", "H", "H", "H", "O", "C", "C", "O", "H", "H", "C", "C", "H", "H", "N", "H", "C", "H", "H", "H", "C", "C", "H", "H", "H", "H", "H", "O", "C", "C"],
  "coordinates": [[4.619, 0.411, 0.135], [0.771, -1.684, 1.124], [-2.582, -2.772, -0.422], [-0.530, -4.011, -0.954], [2.718, 0.597, -1.308], [3.338, -1.542, -0.385], [1.889, -3.475, -0.099], [3.772, 1.213, -0.640], [3.164, -3.018, -0.274], [1.687, -1.219, -1.715], [-3.587, 1.719, 1.639], [-3.124, -0.759, 2.221], [-0.489, -3.159, -0.291], [6.063, 1.256, 1.024], [-2.264, 1.297, -0.285], [-1.573, 0.588, -0.744], [2.505, -0.764, -1.179], [1.705, -1.398, 1.581], [1.787, -4.476, -0.213], [-3.134, 2.708, 1.769], [-4.456, 2.321, -0.550], [-1.603, -1.359, 0.857], [-3.520, 1.453, -1.154], [4.066, 2.530, -0.674], [-3.270, 1.901, -2.117], [2.219, 3.384, -1.076], [-1.642, -2.459, 0.012], [-2.842, -0.569, 1.180], [-0.356, -0.148, 2.090], [-3.672, -0.913, 0.542], [-2.568, 0.855, 1.067], [3.278, 3.136, -2.495], [4.421, -0.945, 0.255], [-1.771, 2.271, -0.203], [2.057, 1.176, -1.932], [3.676, 4.387, -1.292], [3.254, 3.394, -1.432], [-4.819, 1.862, 0.736], [-3.983, 0.470, -1.330], [-3.880, 1.336, 2.618], [5.093, -1.549, 0.845], [-5.510, 2.606, 1.138], [-5.343, 0.897, 0.654], [4.090, -3.795, -0.382], [0.733, -2.762, 0.242], [-0.385, -0.991, 1.419]]
}

Record 4
{
  "formula": "C19H21ClDyN2PS",
  "method": "ωB97M-V/def2-TZVPD",
  "e_lumo_ha": [-0.2816, -0.2952],
  "charge": 2,
  "max_force_ev_per_a": 3.14,
  "e_homo_ev": [-14.028, -14.028],
  "spin_multiplicity": 6,
  "s2": 9.348,
  "e_tot_ev": -79739.358,
  "elements": ["C", "C", "C", "C", "C", "H", "H", "C", "H", "C", "H", "Cl", "H", "C", "H", "H", "C", "C", "H", "H", "C", "H", "S", "H", "H", "H", "N", "H", "C", "H", "H", "P", "H", "N", "H", "Dy", "C", "C", "C", "C", "H", "H", "H", "C", "C", "C"],
  "coordinates": [[2.438, -1.440, -1.014], [-0.951, -1.254, -0.961], [-0.522, 4.014, -1.273], [2.347, 0.697, -2.116], [-0.165, -0.110, 5.828], [-2.856, -4.008, -0.210], [-0.026, 4.955, -1.047], [4.397, -0.649, -2.228], [4.234, -2.602, -1.299], [-2.381, -3.248, -0.832], [-0.093, 1.880, 5.667], [3.058, -1.059, 2.331], [-2.144, 4.925, -2.421], [-2.344, 2.779, -2.270], [1.979, -2.227, -0.402], [-0.322, -0.783, -3.007], [-1.602, -2.261, -0.208], [-1.776, -2.359, -2.992], [-3.719, 0.213, 1.211], [1.802, 1.586, -2.474], [-2.460, -3.314, -2.232], [-3.238, 2.727, -2.893], [-0.860, -0.063, 4.109], [-2.486, 0.705, -1.787], [-1.778, -2.408, -4.083], [5.421, -0.773, -2.537], [0.227, 1.107, 6.285], [4.172, 1.298, -3.137], [-1.848, 1.587, -1.704], [0.897, 2.862, -0.140], [0.615, -1.092, 7.500], [0.128, 0.056, -0.211], [-3.294, 0.830, 1.310], [0.091, -1.198, 6.574], [0.392, 1.323, 7.253], [1.118, 0.280, 2.476], [-0.991, -1.373, -2.369], [1.736, -0.222, -1.209], [3.683, 0.518, -2.545], [-1.717, 4.003, -2.014], [0.180, -2.144, 6.199], [-1.456, -2.364, 0.873], [-2.992, -4.130, -2.736], [3.730, -1.653, -1.514], [-0.642, 1.576, -0.970], [0.015, 2.812, -0.781]]
}